C22H43BCaCsF5LiNO11P as an isolated structure. Source: OMol25; level of theory: the ωB97M-V functional and the def2-TZVPD basis.

Output
- 2S+1 = 1
- HOMO (hartree) = -0.162
- HOMO-LUMO gap (eV) = 1.04
- charge = -1
- largest force on an atom (eV/Å) = 8.25

Last column: Mulliken charge in e.
Cartesian coordinates (Å):
C: 2.9964 -1.0787 -0.4728  -2.07
C: 1.5111 -0.7385 -0.5914  0.06
N: 1.2268 -0.1696 -1.9011  -0.39
P: -0.3799 0.7219 -2.2024  -0.06
O: -0.1637 1.7291 -0.7799  -0.44
C: -1.3307 1.6600 0.0131  -0.49
C: -2.0735 0.3693 -0.4083  0.04
O: -2.6412 -0.4650 0.6129  -0.40
C: -4.0108 -0.2772 0.8089  -0.77
C: -4.7979 -1.2249 -0.1879  0.35
C: -3.8585 -1.6536 -1.3410  -1.58
O: -5.9362 -0.5341 -0.7037  -0.60
O: -1.1563 -0.3990 -1.0465  -0.43
H: 3.2794 -1.7831 -1.2741  0.49
H: 3.5362 -0.1479 -0.6639  0.35
H: 3.2448 -1.4679 0.5088  0.60
H: 0.9453 -1.6567 -0.4150  0.22
H: 1.2843 -0.0254 0.2017  0.51
H: 1.1526 -0.9504 -2.5488  0.17
H: 0.2829 1.6361 -3.0455  -0.07
H: -0.6633 -0.1532 -3.2752  -0.06
H: -1.6220 1.4258 -2.4609  0.18
H: -1.0565 1.5797 1.0745  0.18
H: -1.9640 2.5515 -0.0781  0.23
H: -2.9009 0.5736 -1.1051  0.29
H: -4.3782 0.7400 0.6293  0.34
H: -4.2431 -0.5106 1.8494  0.36
H: -5.1626 -2.1081 0.3512  0.48
H: -4.1447 -2.5803 -1.7652  0.39
H: -2.8301 -1.7993 -1.0180  0.50
H: -3.9112 -0.9268 -2.1540  0.50
H: -6.6692 -1.1395 -0.8103  0.32
Ca: -4.4903 -3.9917 -2.7785  0.77
F: 3.5335 -0.1454 1.8421  -0.86
O: 4.9053 2.2438 1.5804  -0.58
H: 4.2632 1.5061 1.5695  0.38
Li: 2.8863 -1.1719 -3.0478  0.82
Cs: 3.0486 -2.2504 2.0824  0.86
C: 4.1846 2.8083 -4.3570  -0.42
C: 4.5488 3.9444 -5.0704  -0.39
C: 3.6961 5.0384 -5.1132  -0.49
C: 2.4832 4.9951 -4.4371  -0.63
C: 2.1186 3.8617 -3.7243  -0.39
C: 2.9703 2.7638 -3.6859  0.27
H: 4.8574 1.9579 -4.3252  0.28
H: 5.4984 3.9775 -5.5908  0.35
H: 3.9650 5.9299 -5.6671  0.45
H: 1.8250 5.8542 -4.4707  0.46
H: 1.1760 3.8223 -3.1937  0.45
H: 2.6765 1.8832 -3.1250  0.17
C: 3.1968 8.4989 -3.4147  -0.68
C: 2.6869 9.3287 -4.5778  0.63
O: 2.7956 8.8590 -5.7385  -0.61
O: 2.1757 10.4480 -4.3364  -0.66
H: 3.6107 7.5588 -3.7754  0.08
H: 3.9698 9.0467 -2.8740  0.33
H: 2.3798 8.2889 -2.7227  0.21
B: 0.2022 -3.0073 -4.9509  0.45
F: -0.8848 -2.3543 -4.3553  -0.37
F: 1.4432 -2.3176 -4.5742  -0.37
F: 0.2957 -4.3152 -4.4464  -0.40
F: 0.1060 -3.0056 -6.3282  -0.33
C: -0.4578 0.2849 4.9856  -1.44
C: -1.2438 0.1818 6.2609  0.58
C: -0.6454 0.8634 7.4772  -0.52
O: -1.1739 0.0769 8.5517  -0.33
C: -1.4210 -1.1665 8.0740  0.63
O: -1.6993 -2.1082 8.7456  -0.54
O: -1.3047 -1.1834 6.7273  -0.31
H: -0.4735 1.3057 4.6046  0.38
H: 0.5793 -0.0131 5.1434  0.34
H: -0.8820 -0.3741 4.2281  0.34
H: -2.2735 0.5184 6.1070  0.24
H: -0.9384 1.9026 7.5954  0.31
H: 0.4443 0.7833 7.4904  0.31
C: -2.3584 -7.3180 2.5857  -1.21
C: -1.0332 -6.9288 3.2233  0.36
C: -1.1333 -6.8982 4.7401  -1.22
O: -0.5952 -5.6654 2.7260  -0.48
H: -3.1278 -6.5850 2.8461  0.31
H: -2.2660 -7.3381 1.4994  0.30
H: -2.6909 -8.2996 2.9261  0.36
H: -0.2613 -7.6393 2.9216  0.26
H: -1.8718 -6.1557 5.0553  0.32
H: -0.1756 -6.6213 5.1804  0.31
H: -1.4319 -7.8689 5.1382  0.37
H: -1.2542 -5.0067 2.9726  0.31